Record 1
C30H62O8 | wB97M-V/def2-TZVPD

Cartesian coordinates (Å):
C  -3.086  -2.229  -1.345
C  -3.552  -1.975  -2.780
C  -4.030  -0.473  -2.733
O  -3.135  0.043  -1.778
C  -2.913  -0.894  -0.747
H  -2.084  -2.657  -1.360
H  -3.661  -2.921  -0.731
H  -4.367  -2.689  -2.904
H  -2.716  -2.092  -3.470
H  -5.067  -0.296  -2.447
H  -3.923  -0.027  -3.721
H  -3.741  -0.704  -0.064
H  -1.943  -0.795  -0.259
C  -15.942  -9.655  -0.347
C  -16.758  -9.490  -1.578
C  -17.183  -10.849  -2.052
O  -16.087  -11.616  -1.564
C  -15.422  -11.114  -0.415
H  -16.544  -9.547  0.555
H  -15.116  -8.946  -0.412
H  -16.219  -8.852  -2.278
H  -17.644  -8.868  -1.448
H  -17.342  -10.828  -3.130
H  -18.105  -11.185  -1.576
H  -14.376  -11.203  -0.707
H  -15.723  -11.651  0.484
C  -0.428  -15.876  -5.517
C  -0.491  -17.236  -4.909
C  -1.830  -17.108  -4.079
O  -2.254  -15.720  -4.176
C  -1.762  -15.155  -5.395
H  0.022  -15.863  -6.510
H  0.191  -15.286  -4.842
H  0.423  -17.674  -4.508
H  -0.664  -17.930  -5.732
H  -1.619  -17.343  -3.035
H  -2.567  -17.780  -4.519
H  -1.616  -14.074  -5.381
H  -2.334  -15.366  -6.298
C  -12.764  -6.443  -7.415
C  -13.558  -5.369  -8.155
C  -14.907  -5.948  -8.396
O  -14.648  -7.369  -8.464
C  -13.409  -7.768  -7.752
H  -12.825  -6.207  -6.353
H  -11.720  -6.485  -7.725
H  -13.264  -4.979  -9.129
H  -13.577  -4.475  -7.530
H  -15.295  -5.647  -9.370
H  -15.649  -5.681  -7.644
H  -12.898  -8.332  -8.533
H  -13.614  -8.354  -6.856
C  2.108  -10.163  0.902
C  3.365  -9.496  0.364
C  3.436  -8.165  1.121
O  2.366  -8.239  2.097
C  2.057  -9.668  2.256
H  2.002  -11.245  0.833
H  1.272  -9.827  0.288
H  3.160  -9.386  -0.701
H  4.308  -10.028  0.493
H  3.211  -7.287  0.516
H  4.374  -7.937  1.627
H  1.032  -9.638  2.625
H  2.778  -10.118  2.938
C  -6.954  -6.593  3.805
C  -5.795  -7.206  4.624
C  -4.879  -5.984  4.674
O  -5.788  -4.851  4.830
C  -7.012  -5.061  4.160
H  -7.915  -7.106  3.851
H  -6.669  -6.616  2.753
H  -5.468  -8.161  4.214
H  -6.102  -7.550  5.612
H  -4.266  -5.908  3.776
H  -4.215  -5.967  5.538
H  -7.182  -4.450  3.273
H  -7.859  -5.014  4.845
C  -9.742  -18.836  -1.111
C  -9.228  -18.609  0.331
C  -8.520  -19.932  0.703
O  -8.003  -20.311  -0.499
C  -8.917  -19.907  -1.575
H  -9.511  -17.968  -1.729
H  -10.776  -19.176  -1.168
H  -10.082  -18.368  0.965
H  -8.500  -17.802  0.417
H  -9.173  -20.747  1.017
H  -7.787  -19.802  1.498
H  -9.465  -20.813  -1.834
H  -8.434  -19.633  -2.512
C  -6.590  -10.216  -2.530
C  -6.610  -11.306  -1.461
O  -5.393  -11.508  -0.818
H  -5.585  -9.952  -2.862
H  -6.960  -9.327  -2.020
H  -7.052  -10.404  -3.499
H  -6.749  -12.275  -1.941
H  -7.329  -11.086  -0.672
H  -4.982  -12.209  -1.329

Forces on the atoms, in the same order (eV/Å):
1.641 -1.461 -0.377
-1.514 0.198 0.846
0.871 -1.780 -0.099
0.998 1.692 -0.699
-1.569 1.046 0.745
-0.005 -0.450 -0.234
-0.419 0.198 -0.264
0.072 0.082 -0.982
-0.389 -0.059 -0.150
-0.221 -0.406 0.319
0.430 0.387 0.228
0.244 -0.063 0.828
-0.138 0.614 -0.159
0.818 -0.315 0.885
-1.642 2.110 -0.761
1.023 0.603 1.246
-0.238 -2.303 -1.518
-1.050 1.149 -1.305
0.240 0.341 0.069
-0.092 0.056 0.668
0.314 -0.725 -0.599
-0.217 0.069 0.534
0.539 -0.725 -0.053
-0.203 0.027 0.081
0.141 -0.001 0.784
0.367 -0.283 -0.033
1.952 1.859 0.248
-1.987 -1.013 -1.146
1.400 0.419 -0.244
-0.308 -0.266 -0.096
0.752 -1.663 -0.394
-0.069 0.121 -0.015
0.592 0.159 -0.236
-0.126 0.734 0.850
-0.398 -0.270 -0.089
-0.534 0.139 0.034
-0.215 0.109 0.244
-0.233 -0.064 0.656
-0.834 -0.256 0.192
0.812 0.156 -0.393
0.230 1.543 0.077
-0.092 -1.341 0.039
-0.294 -0.399 0.637
-1.691 1.209 -1.292
0.157 -0.238 0.021
0.101 0.308 0.242
1.067 -0.557 0.035
-0.212 0.092 0.065
-0.135 -0.110 0.034
-0.083 -0.287 0.280
0.351 -0.181 0.475
-0.211 -0.195 -0.216
0.102 -1.238 -1.535
0.413 -0.002 -1.010
-1.206 0.434 0.391
0.536 -0.877 0.072
-1.086 2.636 1.378
0.700 -0.185 0.010
-0.189 0.414 0.317
0.649 0.327 -0.109
-0.224 -0.366 0.026
-0.008 -0.093 -0.236
0.215 -0.451 0.016
0.201 -0.385 0.579
-0.106 -0.216 0.102
0.109 0.343 -1.042
-1.048 0.256 0.048
-0.577 0.005 0.525
0.982 0.131 -0.039
-0.191 -2.892 0.543
0.028 0.054 0.329
0.126 -0.369 -0.171
0.611 0.443 -0.639
-0.233 0.657 0.332
-0.105 0.207 -0.220
-0.076 0.071 -0.029
0.263 0.191 0.111
0.113 0.902 0.245
-0.611 1.867 1.257
-1.002 -0.180 0.925
-1.602 0.895 0.418
1.714 -0.204 -2.853
1.977 -3.355 -0.742
-0.756 0.225 0.157
-0.162 0.739 0.219
0.164 0.082 0.292
-0.079 0.033 -0.260
-0.679 0.178 0.492
0.385 0.029 -0.347
-0.314 -0.114 0.071
0.967 -0.195 0.372
0.528 0.879 0.331
-0.269 -0.827 -1.170
1.497 0.141 0.595
0.400 -0.247 0.482
-0.270 0.309 -0.654
-0.793 -0.233 0.452
-1.312 0.006 -0.055
-0.308 -0.176 -0.329
0.533 0.141 0.347

E_HOMO, Ha: -0.347
Net charge: 0
Energy above the lowest of the compared OMol25 structures with the same formula, charge and spin, kcal/mol: 101.6
SMILES: C1CCOC1.C1CCOC1.C1CCOC1.C1CCOC1.C1CCOC1.C1CCOC1.C1CCOC1.CCO

=====

Record 2
C30H63F3O38P2S7 | wB97M-V/def2-TZVPD

Cartesian coordinates (Å):
C  -25.165  5.849  -11.332
C  -25.733  5.749  -9.908
O  -26.953  5.011  -9.738
C  -26.943  3.630  -9.806
O  -25.949  2.903  -9.741
C  -28.349  3.007  -9.935
F  -29.241  3.882  -10.269
F  -28.313  2.018  -10.885
F  -28.697  2.470  -8.852
H  -24.903  4.853  -11.690
H  -24.377  6.598  -11.406
H  -25.939  6.302  -11.951
H  -25.831  6.716  -9.416
H  -24.911  5.236  -9.408
C  -33.894  11.511  -19.922
C  -33.516  10.080  -20.168
O  -32.114  10.009  -20.513
P  -31.553  9.679  -22.024
O  -30.072  9.765  -22.200
O  -32.258  8.172  -22.258
C  -31.542  7.012  -21.775
C  -31.996  6.813  -20.318
O  -32.403  10.613  -23.047
C  -32.159  10.359  -24.437
C  -31.071  11.367  -24.916
H  -33.661  12.032  -20.851
H  -34.940  11.600  -19.629
H  -33.291  11.950  -19.127
H  -33.629  9.487  -19.261
H  -34.071  9.647  -21.000
H  -31.904  6.239  -22.453
H  -30.466  7.137  -21.897
H  -31.811  5.782  -20.018
H  -31.373  7.316  -19.577
H  -33.043  7.051  -20.132
H  -31.954  9.326  -24.717
H  -32.944  10.647  -25.135
H  -31.496  12.327  -24.622
H  -30.090  11.187  -24.476
H  -30.911  11.331  -25.994
C  -23.265  19.773  -12.179
C  -24.281  18.610  -12.008
O  -25.357  18.909  -12.873
P  -25.724  17.896  -14.110
O  -26.791  18.430  -15.062
O  -24.303  17.603  -14.694
C  -24.041  17.109  -15.922
C  -24.963  15.998  -16.329
O  -26.034  16.580  -13.229
C  -27.143  15.775  -13.561
C  -28.276  15.791  -12.518
H  -22.473  19.749  -11.431
H  -22.774  19.651  -13.144
H  -23.876  20.676  -12.178
H  -23.798  17.649  -12.185
H  -24.651  18.743  -10.992
H  -24.100  17.962  -16.598
H  -22.997  16.799  -15.892
H  -25.038  15.145  -15.655
H  -25.925  16.502  -16.417
H  -24.891  15.480  -17.285
H  -27.531  15.992  -14.556
H  -26.791  14.746  -13.628
H  -27.957  15.548  -11.504
H  -28.715  16.786  -12.591
H  -29.155  15.195  -12.762
O  -20.704  11.250  -22.683
S  -20.208  12.604  -22.745
O  -20.518  13.584  -21.710
O  -18.560  12.595  -22.914
C  -18.194  12.435  -24.197
C  -19.120  13.375  -24.998
O  -20.398  13.331  -24.299
H  -17.142  12.686  -24.332
H  -18.423  11.395  -24.425
H  -19.266  12.903  -25.969
H  -18.830  14.400  -25.230
O  -25.737  8.310  -16.639
S  -25.313  9.702  -16.641
O  -24.356  10.246  -15.646
O  -24.827  10.193  -18.190
C  -25.863  10.215  -19.087
C  -26.989  10.652  -18.204
O  -26.586  10.649  -16.826
H  -25.566  10.869  -19.906
H  -26.084  9.270  -19.582
H  -27.848  9.997  -18.350
H  -27.261  11.670  -18.482
O  -24.771  2.036  -20.886
S  -25.293  3.074  -21.758
O  -26.745  3.115  -22.023
O  -24.763  4.496  -21.017
C  -23.534  4.881  -21.591
C  -23.249  4.003  -22.803
O  -24.430  3.380  -23.124
H  -23.763  5.925  -21.802
H  -22.740  4.698  -20.867
H  -22.470  3.266  -22.609
H  -22.943  4.631  -23.639
O  -17.354  10.685  -13.644
S  -17.333  11.572  -14.803
O  -16.643  12.834  -14.663
O  -16.990  10.852  -16.302
C  -17.928  11.236  -17.294
C  -18.973  12.108  -16.626
O  -18.858  11.934  -15.270
H  -17.365  11.779  -18.054
H  -18.495  10.350  -17.578
H  -20.009  11.848  -16.841
H  -18.778  13.144  -16.901
O  -31.185  17.141  -23.178
S  -31.694  17.060  -21.795
O  -33.093  16.791  -21.571
O  -30.790  16.130  -20.753
C  -29.738  16.890  -20.175
C  -30.073  18.302  -20.342
O  -31.277  18.436  -21.059
H  -29.824  16.676  -19.109
H  -28.825  16.552  -20.665
H  -29.368  18.910  -20.909
H  -30.329  18.842  -19.431
O  -28.912  0.478  -17.524
S  -29.031  0.844  -16.139
O  -29.731  -0.090  -15.321
O  -27.547  1.270  -15.538
C  -27.251  2.633  -15.615
C  -28.403  3.228  -16.323
O  -29.460  2.382  -15.908
H  -27.171  3.016  -14.598
H  -26.285  2.821  -16.084
H  -28.264  3.158  -17.402
H  -28.699  4.216  -15.971
O  -24.489  16.438  -23.822
S  -25.324  15.540  -24.611
O  -25.851  14.309  -24.025
O  -26.585  16.366  -25.276
C  -26.731  16.143  -26.648
C  -25.605  15.094  -27.075
O  -24.642  15.239  -26.110
H  -27.737  15.760  -26.821
H  -26.735  17.106  -27.158
H  -25.110  15.383  -28.002
H  -25.904  14.046  -27.041

Forces on the atoms, in the same order (eV/Å):
-1.893 0.565 -0.013
2.238 -0.543 0.261
-0.562 -1.695 -0.760
3.391 0.083 0.168
-2.527 2.113 -0.258
1.815 -0.027 -2.675
-1.288 1.318 -0.883
0.110 0.806 0.284
-0.873 -1.722 3.515
0.225 0.275 -0.143
0.406 -0.473 0.407
-0.169 -0.354 -0.430
-0.535 -0.139 -0.209
-0.334 -0.198 0.717
0.322 0.151 -0.199
0.235 -0.304 -0.148
1.390 0.327 -1.900
-0.800 -1.251 0.714
-2.103 -0.309 0.619
1.468 2.636 -0.571
-1.178 0.507 0.605
1.042 -1.041 0.229
-0.060 -1.373 0.860
1.561 1.227 -2.054
-0.096 -0.811 0.478
-0.388 0.403 0.104
-0.036 0.044 -0.261
0.063 -0.087 0.003
-0.028 -0.212 -0.153
-0.288 -0.078 0.222
0.183 -0.274 0.326
-0.029 0.002 0.105
-0.331 -0.355 -0.216
-0.050 0.692 -0.309
0.093 -0.003 -0.329
0.254 -0.153 0.732
-1.107 -0.090 1.079
0.490 0.227 -0.139
-0.172 0.147 0.342
-0.379 -0.015 -0.096
-0.347 -1.113 -0.537
1.406 1.684 0.752
-1.053 -1.170 -2.339
-2.188 2.271 1.037
2.547 -1.556 2.315
-0.367 0.857 2.810
1.767 -0.778 -2.826
-1.461 -0.493 -0.467
-0.264 0.869 -0.733
-1.191 -2.108 0.088
-0.071 1.210 -0.617
-0.252 0.188 0.223
-0.061 0.253 -0.138
0.457 0.186 0.163
-0.369 -0.079 0.088
-0.201 -0.733 0.039
-0.047 -0.243 -0.558
0.069 -0.096 -0.121
0.130 0.374 0.596
-0.463 -0.380 0.246
0.922 0.616 -0.338
-0.055 0.398 0.089
0.347 -0.069 0.003
0.113 0.172 -0.130
0.177 0.347 0.668
0.452 -0.628 -0.336
0.421 1.775 -0.470
1.114 2.091 -0.361
0.336 -2.083 -2.054
-1.775 0.555 3.974
-0.068 0.169 -2.356
-0.665 -1.202 -0.723
0.410 -1.117 1.942
-0.079 -0.159 0.110
0.398 -0.108 -0.825
-0.269 0.009 -0.074
0.176 0.060 0.859
0.899 2.074 0.077
1.348 0.958 -0.611
-2.806 -1.548 -2.854
3.240 -1.699 2.532
-0.251 -0.564 -0.742
-2.211 0.882 -0.710
0.056 -0.283 0.741
-0.250 0.465 0.312
0.212 -0.435 0.350
-0.074 0.133 0.314
-0.201 0.017 0.542
-0.374 0.969 -2.086
-1.691 1.008 1.962
3.894 0.104 0.130
-1.666 -2.307 -0.883
0.069 0.543 0.706
1.502 0.918 -0.031
-2.708 -1.691 0.417
1.022 0.092 -0.299
0.007 0.586 0.104
0.014 0.004 0.115
-0.077 -0.205 -0.120
0.003 1.048 -2.919
-0.734 0.705 0.211
-0.226 -1.606 -0.573
0.440 0.315 2.722
-0.543 -0.498 0.213
-0.336 1.398 -1.088
1.025 -0.936 2.737
-0.391 -0.395 -0.283
0.774 -0.237 -0.709
0.205 -0.026 -0.466
-0.242 0.238 0.144
-0.722 -0.783 3.129
0.151 0.646 -1.081
1.897 0.082 -0.215
-1.702 0.300 -1.891
0.114 -1.930 0.582
-0.130 3.562 -0.288
-1.673 -1.177 -1.174
0.720 -0.422 -0.085
0.213 0.295 0.448
0.527 -0.296 0.247
0.626 -0.287 0.324
0.070 0.969 0.880
1.616 0.596 -0.332
0.524 1.332 0.325
-0.193 -2.894 -0.294
1.122 0.647 1.021
-0.603 0.601 -0.486
-2.370 -1.181 -0.580
-0.109 -0.041 0.171
-0.102 -0.291 -0.295
-0.237 0.267 -0.093
0.286 -0.003 -0.319
-1.538 -1.822 -1.848
-0.385 -0.044 0.015
1.152 2.114 -1.145
1.359 -0.365 1.742
-0.495 -1.015 -1.292
-1.426 0.939 -0.377
1.526 0.708 3.615
0.072 -0.384 0.045
0.720 -0.033 -0.083
-0.393 -0.235 -0.150
-0.601 0.138 -0.491

E_HOMO, Ha: -0.387
Net charge: 0
SMILES: CCOC(=O)C(F)(F)F.CCOP(=O)(OCC)OCC.CCOP(=O)(OCC)OCC.O=S1(=O)OCCO1.O=S1(=O)OCCO1.O=S1(=O)OCCO1.O=S1(=O)OCCO1.O=S1(=O)OCCO1.O=S1(=O)OCCO1.O=S1(=O)OCCO1